# 1
{"formula": "C2HFIN", "method": "wB97M-V/def2-TZVPD", "symbols": ["N", "C", "C", "F", "I", "H"], "positions_angstrom": [[-0.8684, 0.0368, 2.0229], [-0.5033, 0.0607, 0.9404], [-0.0134, 0.0403, -0.4062], [-0.7965, -0.6328, -1.2592], [2.0166, -0.7565, -0.4112], [0.1650, 1.2515, -0.8867]], "atomic_forces_ev_per_a": [[-0.23, 0.09, 0.58], [-0.15, -0.13, -0.07], [1.90, 3.99, -2.20], [-0.30, -0.31, -0.01], [-0.49, 0.06, 0.00], [-0.74, -3.69, 1.71]], "mulliken_charge": [-0.28, 0.12, -0.05, -0.19, 0.11, 0.28], "orbital_gap_ev": 9.826, "total_charge": 0, "e_lumo_ev": -0.550, "e_homo_ev": -10.376, "spin_multiplicity": 1, "de_lowest_kcal_mol": 9.37}

=====

# 2
{"formula": "C2HFIN", "method": "wB97M-V/def2-TZVPD", "symbols": ["N", "C", "C", "F", "I", "H"], "positions_angstrom": [[-0.6711, 2.1488, -0.2144], [-0.4707, 1.0361, -0.0858], [-0.0153, -0.4798, 0.0532], [-0.2526, -0.8850, 1.3193], [2.0519, -0.7538, -0.4460], [-0.6421, -1.0663, -0.6263]], "atomic_forces_ev_per_a": [[-0.43, 1.15, -0.13], [1.60, -3.63, 0.32], [-1.18, 2.25, -0.49], [0.07, -0.02, 0.20], [-0.43, 0.16, 0.05], [0.36, 0.09, 0.05]], "mulliken_charge": [-0.28, 0.07, -0.01, -0.20, 0.14, 0.27], "orbital_gap_ev": 10.085, "total_charge": 0, "e_lumo_ev": -0.458, "e_homo_ev": -10.543, "spin_multiplicity": 1, "de_lowest_kcal_mol": 0.20}

=====

# 3
{"formula": "C2HFN2O2", "method": "wB97M-V/def2-TZVPD", "symbols": ["O", "C", "N", "N", "C", "F", "O", "H"], "positions_angstrom": [[0.1905, 2.2851, -0.0077], [0.7624, 1.2388, 0.0065], [0.2681, -0.0277, 0.0324], [1.0966, -1.0683, 0.0527], [2.5516, -0.1035, 0.0840], [3.7569, -0.5304, -0.0622], [2.1710, 1.1251, 0.0256], [-0.7244, -0.2031, -0.0115]], "atomic_forces_ev_per_a": [[0.18, 0.39, 0.01], [-1.21, -0.49, -0.05], [0.06, 1.77, -0.03], [7.57, 2.28, 0.02], [-7.32, -5.12, -0.03], [-0.35, 0.67, 0.08], [1.00, 0.39, -0.13], [0.06, 0.12, 0.13]], "mulliken_charge": [-0.53, 0.47, 0.25, -0.56, 0.45, -0.15, -0.18, 0.25], "orbital_gap_ev": [8.351, 8.522], "total_charge": 0, "e_lumo_ev": [0.075, 0.145], "e_homo_ev": [-8.276, -8.377], "spin_multiplicity": 1, "de_lowest_kcal_mol": 83.55}

=====

# 4
{"formula": "C2HFN2O4", "method": "wB97M-V/def2-TZVPD", "symbols": ["O", "N", "C", "O", "N", "O", "O", "C", "F", "H"], "positions_angstrom": [[-1.7053, 1.7015, -0.3694], [-0.5624, 1.6313, -0.7233], [0.5126, 1.3237, 0.1822], [1.6661, 1.1651, 0.0776], [-0.2227, 1.4110, 1.3610], [-1.4030, 1.4886, 1.4203], [-0.2708, -1.2220, -0.1282], [0.3790, -2.1819, -0.4142], [0.8820, -2.3378, -1.6341], [0.7243, -2.9795, 0.2280]], "atomic_forces_ev_per_a": [[0.48, -0.05, -0.72], [0.06, 0.04, -1.54], [-1.69, 0.70, 0.35], [1.31, -0.24, -0.92], [0.38, -0.41, 2.24], [-0.50, 0.08, 0.59], [0.48, -1.40, -0.18], [-0.40, 1.79, 0.11], [-0.03, -0.17, -0.23], [-0.09, -0.35, 0.30]], "mulliken_charge": [-0.22, 0.18, 0.51, -0.47, 0.21, -0.23, -0.38, 0.25, -0.18, 0.32], "orbital_gap_ev": [8.394, 8.504], "total_charge": 0, "e_lumo_ev": [-1.203, -1.147], "e_homo_ev": [-9.597, -9.651], "spin_multiplicity": 1, "de_lowest_kcal_mol": 0.00}

=====

- What is the formula in the third record?
  C2HFN2O2